No. 1
C2H6F2NP | ωB97M-V/def2-TZVPD

Output
**E**: -675.56441 Eh
**Max |F|**: 4.10 eV/Å
**Energy relative to the best compared isomer or geometry (same formula, charge and spin)**: 324.94 kJ/mol
**Spin multiplicity**: 1

Element x y z (Å)
C 0.1893 0.9462 -0.5536
C -0.3668 -1.2914 0.0370
N -0.5737 -0.2020 -0.8127
F -3.3014 -1.2901 0.1757
F -3.5265 0.8921 1.1574
P -3.4989 0.2762 -0.3180
H 1.2009 0.9592 -0.8480
H -0.4853 1.8799 -0.8333
H 0.3921 1.0457 0.5303
H -1.2026 -1.9742 -0.1973
H 0.5337 -1.6768 -0.2669
H -0.5121 -0.9806 1.1031

Cartesian forces (eV/Å) of the 2 atoms listed first:
C -2.6 2.5 2.0
C -3.7 0.5 1.1

Atomic partial charges in e from the natural (NBO) method, atoms 1 to 4: atom 1 (C): -0.492, atom 2 (C): -0.486, atom 3 (N): -0.273, atom 4 (F): -0.599

No. 2
C9H14 | ωB97M-V/def2-TZVPD

Output
**E**: -351.25870 Eh
**SMILES string**: Cc1ccccc1.CC
**Max |F|**: 7.22 eV/Å
**Energy relative to the best compared isomer or geometry (same formula, charge and spin)**: 187.70 kJ/mol
**Spin multiplicity**: 1

Element x y z (Å)
C -0.8747 -1.6420 -1.1136
C -0.4195 -1.4783 0.3020
C -0.7096 -2.5499 1.1703
C -0.1882 -2.7425 2.4151
C 0.7002 -1.7827 2.6800
C 0.9124 -0.5088 2.0695
C 0.3289 -0.3634 0.8086
H -0.4019 -0.8183 -1.5978
H -1.9658 -1.7001 -1.1817
H -0.5287 -2.6019 -1.4647
H -1.4348 -3.2920 0.7959
H -0.4437 -3.5245 3.2130
H 1.3467 -1.8159 3.6373
H 1.4972 0.2231 2.5136
H 0.2159 0.4401 0.0933
C -0.3116 3.3478 -1.9812
C 0.8972 2.5717 -1.5811
H -1.3033 2.9243 -1.6395
H -0.4619 4.4104 -1.6800
H -0.3157 3.4999 -3.1086
H 1.7236 2.9205 -2.1854
H 1.0877 2.9867 -0.5945
H 0.6496 1.4958 -1.5702

Cartesian forces (eV/Å) of the 2 atoms listed first:
C -0.3 0.1 1.1
C 0.4 -0.8 2.3

Atomic partial charges in e from the natural (NBO) method, atoms 1 to 4: atom 1 (C): -0.632, atom 2 (C): -0.013, atom 3 (C): -0.194, atom 4 (C): -0.242

No. 3
C17H18Co2NO7 | ωB97M-V/def2-TZVPD

Output
**Total charge**: -1
**E**: -4005.44093 Eh
**Max |F|**: 4.57 eV/Å
**Spin multiplicity**: 1

Element x y z (Å)
C -2.8743 -1.2205 1.6335
C -1.7328 -2.2288 1.5917
C -1.6110 -2.8812 2.9697
C -2.0438 -3.3093 0.5571
C -0.3966 -1.5795 1.2153
C -0.2294 -0.1768 0.7576
N 0.6355 -2.4209 1.3317
C 2.0193 -2.1740 1.1721
C 2.8042 -3.4394 1.3531
O 2.4939 -1.0760 0.9330
H -3.0411 -0.7426 0.6597
H -3.8038 -1.7345 1.9175
H -2.6928 -0.4502 2.3932
H -0.8484 -3.6690 3.0059
H -1.3893 -2.1300 3.7359
H -2.5651 -3.3567 3.2275
H -1.2658 -4.0835 0.5212
H -2.9871 -3.8047 0.8245
H -2.1421 -2.8741 -0.4453
H 0.6452 0.2888 1.2400
H -1.1139 0.3885 1.0878
H 0.4483 -3.3905 1.5729
H 2.7140 -3.7951 2.3890
H 2.4546 -4.2307 0.6757
H 3.8517 -3.2291 1.1404
O 3.9188 3.7220 0.2608
C 3.0071 3.8559 -0.4362
Co 1.6677 4.0496 -1.5563
C 0.4205 4.8202 -0.5544
O -0.4084 5.3576 0.0457
C 2.5771 5.3656 -2.3110
O 3.1788 6.2308 -2.7855
C 1.4105 1.9791 -1.5363
C 0.3227 1.2173 -1.3044
C -0.0994 -0.0632 -0.7594
Co -0.0571 2.4511 -2.5175
C -1.6645 2.6414 -1.8445
O -2.7421 2.7084 -1.4272
C -0.4623 1.8924 -4.1594
O -0.7329 1.6655 -5.2606
C 0.2843 4.0829 -3.2898
O 0.0691 4.9110 -4.0875
H 2.4352 1.5887 -1.5846
H -1.0611 -0.3249 -1.2318
H 0.6064 -0.8316 -1.1203

Cartesian forces (eV/Å) of the 2 atoms listed first:
C -0.3 -0.1 0.1
C 1.2 0.6 -0.5

Atomic partial charges in e from the natural (NBO) method, atoms 1 to 4: atom 1 (C): -0.602, atom 2 (C): -0.062, atom 3 (C): -0.601, atom 4 (C): -0.607

No. 4
C2HFO2Tl | ωB97M-V/def2-TZVPD

Output
**E**: -499.53046 Eh
**<S²>**: 0.758
**Max |F|**: 2.83 eV/Å
**Energy relative to the best compared isomer or geometry (same formula, charge and spin)**: 0.00 kJ/mol
**Spin multiplicity**: 2

Element x y z (Å)
C 0.4142 0.3424 -0.9061
C -0.2167 0.9511 0.0341
O -1.1937 1.1201 0.8251
O 1.3167 -0.1115 -1.5686
H 1.3825 -2.4463 -0.3740
Tl -1.1941 3.3103 0.7916
F 0.8203 -2.5974 0.4217

Cartesian forces (eV/Å) of the 2 atoms listed first:
C 1.1 -0.7 0.4
C 0.2 0.3 -0.8

Atomic partial charges in e from the natural (NBO) method, atoms 1 to 4: atom 1 (C): 0.403, atom 2 (C): 0.040, atom 3 (O): -0.778, atom 4 (O): -0.518